1.
Density functional theory data (wB97M-V/def2-TZVPD) for the molecule C3H8O.

Cartesian coordinates (Å):
C: 1.31713 0.55746 0.47014
C: 0.27019 0.57952 -0.63705
O: -0.30770 -0.68872 -0.86541
C: -1.35034 -1.00032 0.02161
H: 1.77117 1.54761 0.58757
H: 0.88339 0.27123 1.43424
H: 2.10698 -0.15953 0.22565
H: 0.73657 0.87089 -1.58408
H: -0.51334 1.32225 -0.41319
H: -1.04073 -0.94303 1.07588
H: -2.21385 -0.33110 -0.12187
H: -1.65948 -2.02625 -0.19349

Computed properties:
ΔE to the lowest compared entry with this formula, charge and spin = 0.582 eV
SMILES string = CCOC
molar mass = 60.096 g/mol
HOMO-LUMO gap = 0.4015 Ha
DFT total energy = -5287.56844 eV
E_HOMO = -9.8 eV
E_LUMO = 1.2 eV



2.
Density functional theory data (wB97M-V/def2-TZVPD) for a structure of composition C26H22ClO2PV at a distorted geometry.

Cartesian coordinates (Å):
Cl: -0.11748 3.89564 -2.62544
C: -2.11269 0.53664 -3.20935
C: -1.25675 -0.61464 -2.93983
C: -0.00941 -0.38147 -3.57401
H: -1.56188 -1.52068 -2.41272
C: -0.05672 0.91808 -4.25163
C: -1.38113 1.44900 -3.99432
H: -1.70903 2.43088 -4.34352
H: -3.15454 0.64448 -2.88654
H: 0.83884 -1.07296 -3.63115
C: 0.99874 1.53605 -5.05088
V: -0.23629 1.30476 -1.90225
C: 1.54638 1.77463 -1.40340
O: 2.61852 2.07617 -1.11581
C: -1.12326 2.17936 -0.42366
O: -1.62334 2.78910 0.40705
H: 1.98967 1.28308 -4.64567
H: 0.88162 2.62779 -5.01743
H: 0.96652 1.21080 -6.10089
C: 2.50467 2.19635 3.42613
C: 3.14246 1.32670 2.52929
C: 2.39387 0.58525 1.63143
C: 0.99415 0.67863 1.62153
C: 0.37727 1.54826 2.48797
C: 1.12432 2.29833 3.39974
P: 0.08054 -0.25205 0.32160
C: 0.91367 -1.88207 0.73452
C: 1.53366 -2.61931 -0.30348
C: 2.19448 -3.79719 -0.00200
C: 2.27429 -4.26227 1.31084
C: 1.68352 -3.52771 2.33662
C: 1.01551 -2.34173 2.04232
C: -1.64602 -0.34916 1.05542
C: -1.89832 -0.50437 2.38881
C: -3.20952 -0.52327 2.88592
C: -4.29323 -0.39958 2.02970
C: -4.05566 -0.25921 0.65863
C: -2.75757 -0.23133 0.19197
H: 3.09555 2.79612 4.13040
H: 4.24175 1.25635 2.53699
H: 2.93107 -0.08073 0.93156
H: -0.71796 1.69174 2.49962
H: 0.61024 2.99049 4.08625
H: 1.47901 -2.25080 -1.33799
H: 2.66319 -4.37805 -0.80749
H: 2.79786 -5.19809 1.54492
H: 1.74211 -3.87649 3.37685
H: 0.57844 -1.76959 2.88551
H: -1.07881 -0.59174 3.12239
H: -3.37903 -0.63942 3.96667
H: -5.31860 -0.41800 2.40931
H: -4.90320 -0.16551 -0.03749
H: -2.61143 -0.11724 -0.93305

Computed properties:
2S+1 = 2
molar mass = 483.831 g/mol
HOMO-LUMO gap (spin up / spin down) = 0.1721 / 0.1916 Ha
charge = +2
DFT total energy = -78895.03671 eV
E_HOMO (spin up / spin down) = -14.8 / -14.8 eV
E_LUMO (spin up / spin down) = -10.1 / -9.6 eV



3.
Density functional theory data (wB97M-V/def2-TZVPD) for the molecule C5H6O3 at a distorted geometry.

Cartesian coordinates (Å):
C: -1.40911 -0.30462 -2.54369
C: -0.33263 0.49573 -2.41587
C: 0.11793 -0.06238 -0.16226
C: 0.92480 -0.40432 1.92074
C: 0.90903 0.34545 3.06136
H: -2.07578 -0.15691 -3.35137
H: -1.63539 -1.07006 -1.88613
H: 0.01798 1.21694 -3.13409
H: 1.02252 -1.49608 1.84049
H: 0.95006 1.47132 3.11784
H: 0.76098 -0.09533 4.05046
O: 0.42405 0.63940 -1.29466
O: -0.84093 -0.73609 0.14449
O: 1.16649 0.15697 0.65270

Computed properties:
ΔE to the lowest compared entry with this formula, charge and spin = 1.689 eV
SMILES string = C=COC(=O)OC=C
molar mass = 114.100 g/mol
HOMO-LUMO gap = 0.3856 Ha
DFT total energy = -11422.72284 eV
E_HOMO = -9.5 eV
E_LUMO = 1.0 eV



4.
Density functional theory data (wB97M-V/def2-TZVPD) for a cluster of 2 separate species, HI2P in total at a distorted geometry.

Cartesian coordinates (Å):
P: -0.08744 0.71838 2.15758
I: -0.06681 -1.92353 -3.62215
I: -0.79390 -0.21850 0.11332
H: 0.94815 1.42365 1.35125

Computed properties:
ΔE to the lowest compared entry with this formula, charge and spin = 2.381 eV
molar mass = 285.790 g/mol
HOMO-LUMO gap (spin up / spin down) = 0.2928 / 0.1899 Ha
DFT total energy = -25504.55550 eV
E_HOMO (spin up / spin down) = -9.6 / -8.5 eV
E_LUMO (spin up / spin down) = -1.6 / -3.4 eV



5.
Density functional theory data (wB97M-V/def2-TZVPD) for a structure of composition C4H8S2Se at a distorted geometry.

Cartesian coordinates (Å):
C: -0.56609 -0.02490 1.59407
C: 0.78641 1.32306 -0.57959
C: 0.01983 -0.98988 -0.01237
C: 0.06745 0.06636 -1.09127
S: 1.58023 -1.80849 0.42041
S: -1.82638 0.33626 -1.65768
Se: 0.05670 1.77292 1.20612
H: -1.70581 -0.21003 1.67413
H: -0.09395 -0.59412 2.38176
H: 1.92105 1.04740 -0.48834
H: 0.74336 2.12600 -1.37104
H: -0.58218 -1.81928 -0.30141
H: 0.57820 -0.25561 -2.11077
H: 1.07520 -2.64616 1.48368
H: -2.05402 1.67648 -1.14769

Computed properties:
ΔE to the lowest compared entry with this formula, charge and spin = 0.455 eV
molar mass = 199.202 g/mol
HOMO-LUMO gap = 0.3348 Ha
DFT total energy = -91292.02640 eV
E_HOMO = -8.6 eV
E_LUMO = 0.5 eV



6.
Density functional theory data (wB97M-V/def2-TZVPD) for the ion C2H6IN2 with charge +1 at a distorted geometry.

Cartesian coordinates (Å):
C: 0.34265 -0.11124 1.02703
C: 0.07588 1.01682 0.05118
N: 0.16725 -1.42068 0.58503
N: -0.38336 0.20372 -1.17245
I: 0.53942 -3.10577 1.55809
H: 0.46310 0.03774 2.01682
H: 0.90667 1.57080 -0.36064
H: -0.75492 1.84432 0.46937
H: 0.25879 0.43192 -1.89348
H: -0.27912 -0.88057 -0.78732
H: -1.33635 0.41295 -1.49363

Computed properties:
ΔE to the lowest compared entry with this formula, charge and spin = 2.208 eV
SMILES string = [NH3+]C/C=N/I
molar mass = 184.988 g/mol
HOMO-LUMO gap = 0.3319 Ha
charge = +1
DFT total energy = -13243.04440 eV
E_HOMO = -13.5 eV
E_LUMO = -4.4 eV



7.
Density functional theory data (wB97M-V/def2-TZVPD) for the molecule C17H25F3N4O3.

Cartesian coordinates (Å):
C: -4.16247 1.38557 0.44254
C: -4.67513 0.95850 -0.92612
C: -3.60595 1.03627 -2.01178
N: -2.48259 0.15174 -1.75980
C: -1.28639 0.60660 -1.34821
O: -1.05172 1.79295 -1.14526
C: -0.13025 -0.39443 -1.16081
C: -0.37965 -1.87446 -1.31469
N: -1.57767 -2.43492 -1.40124
N: -1.34727 -3.74779 -1.51379
C: -0.02789 -4.03927 -1.49261
C: 0.64747 -2.85273 -1.36670
C: 2.12436 -2.64142 -1.29466
N: 0.55807 -0.19855 0.13067
C: -0.41052 -0.33543 1.21926
C: 0.26625 -0.48502 2.56698
C: 1.12285 0.74861 2.81011
C: 1.85661 0.67244 4.12640
F: 2.71007 -0.36968 4.17978
F: 2.58167 1.78251 4.36420
F: 1.00625 0.53275 5.16215
C: 2.09554 0.93947 1.65393
C: 1.36640 1.01196 0.30112
C: 2.41288 1.20756 -0.79107
O: 2.43392 0.71449 -1.89014
O: 3.32000 2.12033 -0.40999
C: 4.28169 2.47478 -1.41040
H: -4.95295 1.33896 1.19230
H: -3.35093 0.73497 0.77184
H: -3.77499 2.40512 0.41328
H: -5.06517 -0.06297 -0.87649
H: -5.51078 1.59463 -1.22997
H: -4.03846 0.78053 -2.98168
H: -3.20713 2.04780 -2.07590
H: -2.60747 -0.85132 -1.81089
H: 0.57711 -0.11994 -1.94066
H: -2.12199 -4.37846 -1.60463
H: 0.32899 -5.05267 -1.57321
H: 2.65763 -3.55588 -1.55444
H: 2.44222 -1.85081 -1.97422
H: 2.42366 -2.33644 -0.29105
H: -1.08601 0.53545 1.25075
H: -1.02196 -1.21450 1.01064
H: -0.48611 -0.59856 3.34867
H: 0.89535 -1.37844 2.56585
H: 0.47379 1.62765 2.88745
H: 2.67389 1.84830 1.79579
H: 2.79271 0.09691 1.63031
H: 0.74622 1.91869 0.26886
H: 4.92011 3.22177 -0.94958
H: 4.86295 1.60328 -1.70555
H: 3.78280 2.88306 -2.28738

Computed properties:
ΔE to the lowest compared entry with this formula, charge and spin = 0.133 eV
SMILES string = CCCNC(=O)[C@H](c1n[nH]cc1C)N1CC[C@@H](C(F)(F)F)C[C@H]1C(=O)OC
molar mass = 390.406 g/mol
HOMO-LUMO gap = 0.3446 Ha
DFT total energy = -38291.82784 eV
E_HOMO = -8.6 eV
E_LUMO = 0.7 eV



8.
Density functional theory data (wB97M-V/def2-TZVPD) for a cluster of 3 separate species, C2H13N2O2 in total at a distorted geometry.

Cartesian coordinates (Å):
C: 1.33623 0.35441 -0.15887
N: 0.82428 1.69066 -0.28111
C: 0.80429 -0.55031 -1.23384
N: -0.57508 -0.89279 -0.78526
H: 0.96792 -0.02829 0.75394
H: 2.43108 0.12765 -0.22042
H: 0.81696 2.20137 0.67656
H: 1.54058 2.03798 -0.96398
H: 1.49096 -1.45538 -1.18531
H: 0.87545 -0.17394 -2.30582
H: -0.85263 -1.75315 -1.15949
H: -0.66287 -1.03194 0.36676
H: -1.27919 -0.17120 -0.94853
H: 0.70519 -1.94655 2.23101
H: -0.68230 -1.79807 2.70741
O: -0.17252 -1.45559 1.96792
H: -3.13980 1.50015 0.55895
H: -2.08284 2.12112 -0.09211
O: -2.34572 1.22388 0.07217

Computed properties:
ΔE to the lowest compared entry with this formula, charge and spin = 1.515 eV
molar mass = 97.138 g/mol
HOMO-LUMO gap = 0.3835 Ha
charge = +1
DFT total energy = -9353.11855 eV
E_HOMO = -13.5 eV
E_LUMO = -3.0 eV